(1)
ORCA calculation (wB97M-V/def2-TZVPD) on 2 unconnected molecules or ions with the total composition CHFOS2 in a non-equilibrium geometry.

Last column: natural (NBO) charge in e.
CARTESIAN COORDINATES (ANGSTROEM)
C1 -0.854 1.281 -0.351  0.4507
O1 -1.587 1.046 -1.209  -0.4504
F1 -0.016 -0.836 -0.460  -0.4906
S1 0.006 1.785 0.828  -0.0090
S2 0.848 -2.062 0.238  0.4048
H1 1.604 -1.214 0.954  0.0945

## Properties
HOMO-LUMO gap = 9.847 eV
LUMO level = -0.215 eV
Structure (SMILES) = O=C=S.FS
Calculated total energy = -27487.7558 eV
F_max = 1.76 eV Å⁻¹
E_HOMO = -10.06 eV
Total charge = 0
Molecular weight = 112.15 g/mol


(2)
ORCA calculation (wB97M-V/def2-TZVPD) on 9 unconnected molecules or ions with the total composition C37H52F8O25 in a non-equilibrium geometry.

Last column: Löwdin charge in e.
CARTESIAN COORDINATES (ANGSTROEM)
C1 -1.703 -6.669 3.539  -0.0264
C2 -0.682 -6.064 2.647  -0.2878
C3 -0.234 -6.946 1.465  -0.0565
O1 -0.313 -6.044 0.327  0.0585
C4 -0.938 -4.889 0.666  -0.5675
O2 -1.066 -3.982 -0.081  0.1416
O3 -1.232 -4.870 1.980  0.0755
H1 -1.230 -7.515 4.050  0.0995
H2 -2.565 -7.073 3.015  0.0990
H3 -1.994 -5.920 4.266  0.0857
H4 0.174 -5.744 3.247  0.1552
H5 -0.866 -7.825 1.334  0.1328
H6 0.795 -7.266 1.622  0.1313
C5 -3.722 -2.752 -1.187  -0.0030
C6 -3.927 -3.965 -2.119  -0.2696
C7 -3.949 -5.351 -1.434  -0.1079
O4 -4.967 -6.066 -2.108  0.0648
C8 -5.735 -5.186 -2.831  -0.5522
O5 -6.698 -5.525 -3.412  0.1839
O6 -5.251 -3.924 -2.708  0.0755
H7 -4.495 -2.011 -1.376  0.0906
H8 -2.784 -2.265 -1.463  0.0582
H9 -3.661 -3.106 -0.167  0.0574
H10 -3.183 -3.984 -2.920  0.1426
H11 -4.151 -5.306 -0.356  0.1334
H12 -2.946 -5.783 -1.510  0.1265
C9 1.009 4.380 -0.606  0.0078
C10 1.162 5.657 -1.443  -0.2371
C11 0.090 5.877 -2.536  -0.0887
O7 -0.908 6.624 -1.851  0.0588
C12 -0.362 7.222 -0.749  -0.5992
O8 -0.922 7.975 -0.062  0.1903
O9 0.885 6.783 -0.539  0.0704
H13 0.318 3.674 -1.069  0.0689
H14 0.626 4.674 0.367  0.0811
H15 1.970 3.898 -0.452  0.0833
H16 2.149 5.785 -1.876  0.1481
H17 -0.323 4.900 -2.782  0.1060
H18 0.467 6.362 -3.430  0.1332
C13 0.194 -3.093 -2.958  -0.0317
C14 1.336 -3.052 -3.965  -0.2979
C15 0.921 -2.737 -5.419  -0.0815
O10 1.752 -1.647 -5.799  0.0871
C16 2.489 -1.237 -4.751  -0.5985
O11 3.305 -0.436 -4.805  0.2206
O12 2.208 -1.950 -3.636  0.0750
H19 0.687 -3.225 -2.003  0.0762
H20 -0.412 -3.982 -3.155  0.0891
H21 -0.458 -2.230 -3.065  0.0877
H22 1.845 -4.012 -3.845  0.1505
H23 -0.141 -2.486 -5.455  0.1300
H24 1.067 -3.591 -6.076  0.1317
C17 -4.457 -0.267 2.873  -0.0133
C18 -3.846 -1.626 2.556  -0.2600
C19 -2.729 -2.172 3.482  -0.0473
O13 -3.127 -3.549 3.668  0.0293
C20 -4.393 -3.751 3.237  -0.6472
O14 -4.962 -4.751 3.317  0.1924
O15 -4.915 -2.630 2.774  0.0800
H25 -5.365 -0.200 2.268  0.0854
H26 -3.748 0.532 2.660  0.0652
H27 -4.801 -0.213 3.905  0.0926
H28 -3.605 -1.716 1.493  0.1216
H29 -2.731 -1.702 4.459  0.1381
H30 -1.816 -2.123 2.896  0.1184
C21 8.104 0.049 -2.765  -0.0315
C22 6.875 0.157 -3.637  -0.2915
C23 5.576 0.610 -2.859  -0.0860
O16 5.119 1.732 -3.600  0.0583
C24 5.935 2.024 -4.630  -0.5908
O17 5.719 2.840 -5.431  0.1926
O18 7.008 1.198 -4.624  0.0758
H31 8.241 -0.941 -2.349  0.0819
H32 8.071 0.811 -1.969  0.0852
H33 9.004 0.423 -3.270  0.0901
H34 6.677 -0.770 -4.181  0.1470
H35 5.894 0.938 -1.874  0.1204
H36 4.936 -0.260 -2.916  0.1069
C25 1.825 0.284 -0.140  0.0050
C26 0.370 0.724 -0.228  -0.2376
C27 -0.599 -0.465 -0.028  -0.0775
O19 -1.257 -0.164 1.206  0.0531
C28 -0.896 1.056 1.657  -0.5970
O20 -1.471 1.591 2.525  0.1700
O21 0.121 1.566 0.958  0.0639
H37 2.483 1.011 0.318  0.0783
H38 2.198 -0.072 -1.104  0.0853
H39 1.848 -0.615 0.492  0.0909
H40 0.022 1.223 -1.133  0.1214
H41 -0.107 -1.433 -0.018  0.1137
H42 -1.392 -0.502 -0.774  0.1096
C29 -4.430 2.107 -0.270  -0.0196
C30 -3.895 2.166 -1.672  -0.3007
C31 -3.735 3.657 -2.220  -0.0699
O22 -2.473 3.609 -2.827  0.0611
C32 -1.924 2.372 -2.734  -0.6156
O23 -0.961 2.030 -3.236  0.2161
O24 -2.595 1.616 -1.842  0.0781
H43 -3.748 2.625 0.413  0.0971
H44 -4.590 1.104 0.129  0.0700
H45 -5.406 2.596 -0.242  0.0982
H46 -4.620 1.711 -2.359  0.1503
H47 -3.836 4.410 -1.448  0.1340
H48 -4.507 3.773 -2.972  0.1287
C33 3.180 4.543 5.000  -0.0864
C34 3.611 4.526 6.449  -0.4205
C35 5.100 4.278 6.623  -0.2716
F1 5.777 5.318 6.086  0.0940
F2 5.385 4.182 7.981  0.0641
F3 3.337 5.763 7.001  0.1096
F4 2.916 3.559 7.126  0.1274
O25 3.010 3.236 4.574  0.0738
C36 2.248 3.087 3.471  -0.5922
C37 0.926 3.851 3.431  -0.2304
F5 0.273 3.935 4.626  0.1021
F6 1.108 5.147 2.930  0.0546
F7 2.884 3.192 2.368  0.2241
F8 1.870 1.750 3.552  0.1076
H49 3.794 5.155 4.343  0.1600
H50 2.223 5.085 5.066  0.1427
H51 5.423 3.345 6.143  0.1758
H52 0.223 3.328 2.770  0.1428

## Properties
HOMO-LUMO gap = 10.884 eV
LUMO level = -0.060 eV
Structure (SMILES) = FC(F)C(F)(F)COC(F)(F)C(F)F.C[C@H]1COC(=O)O1.C[C@H]1COC(=O)O1.C[C@H]1COC(=O)O1.C[C@H]1COC(=O)O1.C[C@H]1COC(=O)O1.C[C@H]1COC(=O)O1.C[C@H]1COC(=O)O1.C[C@H]1COC(=O)O1
Calculated total energy = -112140.9784 eV
F_max = 5.31 eV Å⁻¹
E_HOMO = -10.94 eV
Total charge = 0
Molecular weight = 1048.78 g/mol


Which formula does entry 2 have?
C37H52F8O25


Number 2 is which compound?
C37H52F8O25